Molecular formula: C11H53InN22O24S2V
Method: DFT, ωB97M-V with the def2-TZVPD basis set

Output
spin multiplicity	4
LUMO level (alpha / beta)	-0.034 / -0.184	Eh
Kohn-Sham gap (alpha / beta)	0.20164 / 0.15078	Ha

Positions of all 114 atoms, in Å:
In1 4.4626 1.3416 -2.0852
V1 0.0072 -1.3323 -0.0959
S1 2.4194 0.8017 0.5952
O1 1.4752 1.7300 1.1960
O2 2.5866 1.3444 -0.7842
O3 3.7116 0.6110 1.2408
O4 1.7476 -0.6243 0.6908
S2 -2.1446 0.0622 -0.5609
O5 -1.8654 -1.3872 -0.4991
O6 -3.0965 0.4896 0.3555
O7 -0.7404 0.5054 -0.1904
O8 -2.3367 0.4836 -1.9012
O9 0.7695 -1.3377 -1.3749
H1 4.6464 9.5123 -0.8367
C1 -1.5885 -1.2207 -5.1531
O10 -0.8730 -1.7494 -5.9775
N1 -2.9739 -0.9671 -5.4287
N2 -1.1789 -0.6630 -4.0306
H2 -3.5236 -1.1629 -4.6050
H3 -3.2741 -1.5230 -6.2761
H4 -0.2894 -1.1186 -3.8425
H5 -1.6252 -0.3430 -3.2233
C2 4.2065 -3.1556 2.4567
O11 3.4181 -3.7655 1.7610
N3 4.6184 -3.6930 3.6252
N4 4.8610 -1.9158 2.0412
H6 5.0815 -3.0286 4.2775
H7 4.2515 -4.5471 3.9681
H8 4.2653 -1.2683 1.5221
H9 5.1816 -1.3760 2.8240
C3 -1.1312 -0.4083 2.7249
O12 -0.6036 -1.2751 1.9376
N5 -2.1128 -0.4922 3.6693
N6 -0.6544 0.8582 2.8176
H10 -2.6468 -1.3514 3.6154
H11 -2.6879 0.3653 3.7690
H12 -1.1568 1.5348 3.3436
H13 -0.1004 1.1227 2.0433
C4 -0.5634 4.6399 0.9937
O13 -1.4226 5.5289 1.0737
N7 0.3475 4.3617 2.0078
N8 -0.4115 3.8832 -0.0847
H14 0.8823 3.5812 1.7431
H15 0.5028 4.9714 2.7716
H16 -1.1163 4.1996 -0.7336
H17 -0.1237 2.9147 -0.0325
C5 0.8596 -2.4233 4.2836
O14 0.3196 -3.4366 4.6304
N9 1.7372 -2.3287 3.2154
N10 0.7551 -1.3223 5.0215
H18 1.6386 -2.9603 2.4317
H19 1.9845 -1.4295 2.8482
H20 1.1123 -0.4361 4.7259
H21 0.2287 -1.4712 5.8452
C6 -1.0229 3.4935 -3.4072
O15 -0.5302 4.6667 -3.5229
N11 -2.3601 3.3048 -3.2781
N12 -0.3007 2.2985 -3.4019
H22 -2.9979 4.0778 -3.3584
H23 -2.7493 2.3976 -3.0324
H24 0.5684 2.1512 -2.8707
H25 -0.8950 1.5413 -3.4896
C7 0.9087 -4.1586 -4.3713
O16 1.8281 -4.6481 -4.9450
N13 -0.3401 -4.7283 -4.4644
N14 0.9614 -2.9414 -3.7106
H26 -1.1471 -4.0694 -4.7074
H27 -0.3488 -5.4846 -5.1253
H28 0.5357 -2.8990 -2.7891
H29 1.9184 -2.5290 -3.7757
C8 -3.1031 3.0703 3.1343
O17 -3.2148 2.0246 3.7642
N15 -3.0565 4.2416 3.7125
N16 -3.2525 2.9905 1.7810
H30 -2.8188 4.2189 4.6842
H31 -2.6628 5.0659 3.1399
H32 -2.9009 3.6521 1.1244
H33 -3.4509 1.9993 1.4724
C9 -2.4460 -4.0525 2.7286
O18 -3.1050 -3.6285 1.6404
N17 -1.1281 -4.2069 2.6435
N18 -3.0449 -4.0481 3.9091
H34 -0.5463 -4.0544 3.4165
H35 -0.5271 -4.3302 1.8450
H36 -2.6120 -4.3174 4.7466
H37 -3.9028 -3.4378 4.0088
C10 3.1326 4.3357 -2.7269
O19 4.0298 3.4889 -2.3943
N19 2.4556 4.1628 -3.8563
N20 2.9012 5.3619 -1.9085
H38 1.5081 4.5531 -3.8097
H39 2.5101 3.2264 -4.3066
H40 3.3795 5.3897 -1.0220
H41 2.1479 5.9694 -2.0335
C11 2.3231 0.4557 -4.8028
O20 2.5450 1.4209 -4.0604
N21 1.2850 0.4083 -5.6758
N22 3.1350 -0.6631 -4.7311
H42 1.0046 -0.4592 -6.0763
H43 0.6284 1.2015 -5.7166
H44 3.9581 -0.6097 -4.2117
H45 3.1717 -1.2345 -5.6153
O21 -0.2988 -3.0953 0.1541
H46 -2.5319 -3.3259 1.0027
H47 0.4165 -3.3690 -0.5595
O22 -4.7449 -2.1455 5.2324
H48 -5.6589 -2.0216 5.0950
H49 -4.4339 -1.3621 5.7575
O23 2.6424 -4.4095 -1.4065
H50 3.2054 -3.9640 -0.7159
H51 3.0920 -4.1467 -2.1987
O24 -3.9039 0.9126 6.3680
H52 -4.5369 1.5326 6.7191
H53 -3.4553 1.3969 5.6477

***

Molecular formula: C11H5F6MoN2O7SSbTe
Method: DFT, ωB97M-V with the def2-TZVPD basis set

Output
spin multiplicity	2
net charge	+3
LUMO level (alpha / beta)	-0.510 / -0.514	Eh
energy above the lowest of the compared OMol25 structures with the same formula, charge and spin	619.7	kJ/mol
Kohn-Sham gap (alpha / beta)	0.17525 / 0.17218	Ha

Positions of all 35 atoms, in Å:
Mo1 0.3508 0.1171 -1.5786
O1 4.1528 -0.8655 -1.4341
C1 3.0845 -0.6779 -0.9764
O2 1.9583 -0.4976 -1.7599
C2 2.7635 -0.6180 0.4985
C3 3.8084 -0.7988 1.4114
C4 3.5197 -0.8291 2.7681
C5 2.2295 -0.7568 3.2701
C6 1.1921 -0.5719 2.3646
C7 1.4463 -0.4408 0.9899
O3 0.5040 -0.1574 0.0849
N1 -0.2280 -0.5572 2.8376
O4 -0.4112 -0.6748 3.9993
O5 -1.0417 -0.4427 1.9485
N2 4.6840 -0.9702 3.7838
O6 5.7484 -1.0202 3.2731
O7 4.3230 -0.9972 4.9079
H1 4.8301 -0.9141 1.0557
H2 2.0240 -0.8394 4.3374
F1 0.1761 0.8659 -3.1325
Sb1 0.7785 3.5915 -2.1409
F2 1.8608 2.5445 -0.8263
F3 0.3268 5.0902 -1.0663
F4 -0.6424 2.4569 -1.0964
F5 -0.6341 3.5436 -3.4458
F6 2.1056 2.9573 -3.4163
Te1 -2.4602 0.4888 -2.2253
C8 -4.2645 -0.4765 -2.0269
C9 -4.8395 -1.4754 -1.2394
C10 -6.2000 -1.6002 -1.4486
C11 -6.7097 -0.7166 -2.4344
S1 -5.5659 0.2737 -3.1059
H3 -4.2782 -2.0796 -0.5427
H4 -6.8408 -2.2754 -0.8959
H5 -7.7497 -0.6775 -2.7395

***

Molecular formula: C11H5MnNO4
Method: DFT, ωB97M-V with the def2-TZVPD basis set

Output
spin multiplicity	6
net charge	+2
LUMO level (alpha / beta)	-0.332 / -0.422	Eh
energy above the lowest of the compared OMol25 structures with the same formula, charge and spin	0.0	kJ/mol
Kohn-Sham gap (alpha / beta)	0.25657 / 0.16621	Ha

Positions of all 22 atoms, in Å:
Mn1 0.0000 0.0000 0.0000
O1 0.0304 3.7406 -1.9930
C1 0.0186 2.7295 -1.4418
C2 1.5567 -0.8081 0.4395
O2 2.5482 -1.3229 0.7195
C3 -1.5747 -0.7798 0.4262
O3 -2.5777 -1.2763 0.6980
C4 -0.0006 -0.8667 -1.5900
O4 -0.0008 -1.4163 -2.5983
N1 0.0008 0.8118 1.7958
C5 0.0051 1.0098 2.9370
C6 0.0132 1.1058 4.3717
C7 -1.1906 1.2542 5.0761
C8 -1.1831 1.2848 6.4745
C9 0.0232 1.1663 7.1725
C10 1.2246 1.0179 6.4717
C11 1.2210 0.9865 5.0738
H1 -2.1317 1.3303 4.5451
H2 -2.1130 1.3920 7.0182
H3 0.0267 1.1828 8.2546
H4 2.1568 0.9182 7.0128
H5 2.1551 0.8550 4.5411

***

Molecular formula: C11H6Cl3I2MoN3O2
Method: DFT, ωB97M-V with the def2-TZVPD basis set

Output
net charge	+2
LUMO level	-0.349	Eh
energy above the lowest of the compared OMol25 structures with the same formula, charge and spin	93.6	kJ/mol
Kohn-Sham gap	0.20593	Ha

Positions of all 28 atoms, in Å:
Mo1 0.1096 -0.5222 0.2045
I1 -1.9972 1.2678 0.1259
C1 -3.4167 -0.3134 0.2683
I2 -2.4990 -2.1106 -0.3659
H1 -4.2625 -0.0698 -0.3664
H2 -3.6600 -0.4167 1.3189
Cl1 3.4925 -3.3752 -5.5050
C2 2.4872 -2.6003 -4.3665
C3 2.7136 -2.8253 -3.0045
C4 1.8979 -2.1615 -2.1260
Cl2 2.0510 -2.3028 -0.3859
C5 0.8904 -1.3073 -2.5536
O1 0.1673 -0.6996 -1.5683
C6 0.6554 -1.1070 -3.9039
Cl3 -0.6103 -0.0682 -4.3993
C7 1.4689 -1.7621 -4.8137
H3 3.4947 -3.4952 -2.6746
H4 1.3136 -1.6142 -5.8735
N1 2.6539 -0.2987 3.2807
C8 1.3551 -0.5059 3.1176
O2 0.9116 -0.4662 1.8278
C9 0.4354 -0.7641 4.0992
C10 0.8475 -0.8517 5.4570
N2 1.1968 -0.9486 6.5472
C11 -0.9031 -0.9255 3.6664
N3 -1.9063 -1.0176 3.1089
H5 3.0424 -0.2742 4.2136
H6 3.2558 -0.0703 2.5079